(1)
{
  "formula": "C2H4N2Se",
  "method": "the ωB97M-V functional and the def2-TZVPD basis",
  "species": ["C", "C", "N", "N", "Se", "H", "H", "H", "H"],
  "coordinates": [[-2.1198, -1.2820, -0.8916], [1.7584, 1.2697, 1.1951], [1.6404, -0.1887, -0.6455], [1.6725, 0.5807, 0.1737], [-1.2619, 0.1778, -1.3899], [-2.6621, -1.4827, 0.0149], [-2.5622, -2.0906, -1.6184], [1.8191, 2.3006, 1.1061], [1.7156, 0.7151, 2.0556]],
  "forces_ev_per_a": [[-1.737, -0.826, -2.312], [0.042, 1.660, 1.211], [-0.066, -0.296, -0.957], [0.218, -2.172, -2.453], [-0.627, -1.263, 0.494], [0.563, 0.524, 1.004], [1.581, 1.556, 0.764], [0.091, 1.602, 0.044], [-0.066, -0.785, 2.206]],
  "lumo_energy_ev": -0.57,
  "relative_energy_ev": 2.346,
  "multiplicity": 1,
  "e_homo_ev": -8.5
}

(2)
{
  "formula": "C16H18AsCl3CuN3O4",
  "method": "the ωB97M-V functional and the def2-TZVPD basis",
  "species": ["Cu", "Cl", "C", "Cl", "Cl", "C", "N", "O", "N", "O", "O", "C", "As", "C", "C", "C", "C", "C", "C", "C", "C", "H", "H", "H", "H", "H", "H", "H", "H", "H", "H", "H", "H", "H", "O", "N", "C", "C", "C", "C", "C", "H", "H", "H", "H", "H"],
  "coordinates": [[1.7118, 0.0423, -0.4336], [6.6906, 0.5074, -0.3848], [5.7832, -0.9577, -0.5560], [6.6336, -2.2697, -1.2866], [5.6615, -1.8099, 1.8001], [4.4694, -0.8018, -0.8595], [3.3172, -0.6799, -1.0252], [0.8410, 3.5735, 1.2696], [0.8353, 2.6581, 0.4690], [1.8890, 1.9991, 0.2911], [-0.1780, 2.3706, -0.1643], [-0.5892, -1.8591, -2.4435], [-0.4134, -0.2063, -1.3789], [-1.1993, 1.0238, -2.6860], [-1.9331, -0.4279, -0.1267], [-3.2372, -0.5516, -0.8135], [-3.7253, -1.7922, -1.2162], [-4.9131, -1.8990, -1.9159], [-5.6512, -0.7664, -2.2117], [-5.1924, 0.4728, -1.7974], [-3.9906, 0.5792, -1.1236], [-1.5806, -1.9979, -2.8793], [-0.3374, -2.7135, -1.8156], [0.1352, -1.8198, -3.2575], [-2.1570, 0.6471, -3.0437], [-0.5284, 1.1481, -3.5348], [-1.3303, 1.9902, -2.2053], [-1.9025, 0.4481, 0.5216], [-1.6958, -1.3199, 0.4556], [-3.1661, -2.6838, -0.9646], [-5.2631, -2.8701, -2.2393], [-6.5871, -0.8475, -2.7444], [-5.7743, 1.3592, -2.0098], [-3.6232, 1.5499, -0.8220], [0.8272, -0.4500, 1.5149], [1.5164, 0.0705, 2.4694], [0.9676, 1.0000, 3.2763], [1.7012, 1.6266, 4.2566], [3.0294, 1.2832, 4.4523], [3.5728, 0.2972, 3.6398], [2.7991, -0.2916, 2.6686], [-0.0635, 1.2523, 3.0855], [1.2290, 2.3978, 4.8434], [3.6233, 1.7787, 5.2028], [4.6027, -0.0194, 3.7249], [3.1952, -1.0408, 1.9981]],
  "forces_ev_per_a": [[-0.820, 0.320, 0.040], [-0.053, -0.097, 0.054], [1.775, 0.040, -0.050], [-0.074, -0.014, -0.011], [0.025, -0.072, 0.170], [-2.729, 0.048, -0.379], [2.121, -0.195, 0.200], [0.002, 0.873, 0.769], [0.098, 0.078, 0.078], [0.877, -0.503, -0.145], [-1.015, -0.185, -0.512], [-0.140, 0.064, 0.006], [-0.329, -0.230, -0.701], [0.016, -0.019, 0.098], [0.320, 0.041, 0.044], [-0.240, -0.042, -0.144], [0.059, -0.037, 0.106], [-0.071, -0.108, -0.103], [-0.149, -0.006, 0.000], [-0.056, 0.068, -0.090], [0.011, 0.013, 0.153], [-0.007, 0.035, 0.097], [-0.021, -0.029, 0.016], [0.066, 0.077, 0.052], [0.017, -0.023, 0.001], [0.120, -0.083, 0.047], [-0.001, -0.002, -0.005], [0.123, -0.077, 0.010], [0.042, 0.113, 0.057], [0.061, -0.053, -0.023], [-0.030, -0.066, 0.029], [-0.078, -0.022, -0.070], [0.000, 0.074, -0.020], [0.040, 0.104, 0.049], [-0.402, -0.438, -0.376], [0.418, 0.386, 0.880], [-0.246, 0.258, 0.051], [0.244, -0.123, 0.031], [-0.116, -0.129, -0.203], [-0.015, 0.230, 0.257], [0.201, -0.164, -0.244], [0.004, -0.105, -0.235], [-0.088, 0.047, 0.033], [0.082, 0.038, 0.085], [-0.011, -0.073, -0.088], [-0.033, -0.010, -0.017]],
  "lumo_energy_ev": [2.68, 1.85],
  "relative_energy_ev": 0.255,
  "multiplicity": 2,
  "total_charge": -1,
  "e_homo_ev": [-4.6, -5.3]
}